{"formula": "C37H29ClF9N6O6PRuS", "method": "wB97M-V/def2-TZVPD", "multiplicity": 1, "energy_ev": -119742.4999, "gap_ha": [0.1961, 0.1969], "species": ["Ru", "O", "Cl", "O", "O", "O", "N", "N", "N", "C", "N", "N", "H", "H", "H", "F", "C", "F", "F", "C", "C", "C", "C", "C", "C", "P", "C", "C", "C", "C", "C", "C", "C", "F", "F", "F", "C", "C", "C", "C", "C", "C", "C", "F", "F", "F", "H", "H", "H", "H", "H", "H", "H", "H", "H", "H", "H", "H", "C", "C", "C", "C", "C", "C", "C", "C", "N", "H", "H", "H", "H", "H", "H", "H", "H", "H", "O", "C", "O", "C", "C", "C", "C", "S", "C", "C", "H", "H", "H", "H", "H"], "coordinates": [[-0.55972, -0.67458, -0.47502], [-2.73727, -0.74572, 1.36419], [-1.86595, -1.79022, 1.81146], [-1.55952, -2.64855, 0.68370], [-2.46688, -2.55209, 2.84071], [-0.64332, -1.18740, 2.28868], [0.13255, -4.41417, -4.33836], [0.13737, -3.20535, -3.73958], [0.70787, -2.16034, -4.29708], [0.51683, -1.21967, -3.39058], [-0.15247, -1.70166, -2.34158], [-0.38132, -2.97366, -2.57064], [0.44971, -4.33296, -5.29273], [-0.75238, -4.92481, -4.23471], [0.84689, -0.20327, -3.49911], [-1.11209, 6.10144, -3.94770], [-0.64314, 6.36301, -2.71805], [0.49246, 7.07417, -2.87888], [-1.52813, 7.18656, -2.12852], [-0.40879, 5.11830, -1.90882], [-0.41907, 3.87213, -2.51255], [-0.23062, 2.74025, -1.73362], [-0.06041, 2.85023, -0.35932], [-0.01420, 4.11319, 0.23140], [-0.17843, 5.24529, -0.54319], [-0.01242, 1.33314, 0.66841], [1.63089, 1.39959, 1.46751], [2.62566, 2.27036, 1.02893], [3.90038, 2.19940, 1.56456], [4.18924, 1.25342, 2.53757], [3.20411, 0.39379, 2.99808], [1.93074, 0.46400, 2.46091], [5.59712, 1.16239, 3.05246], [6.00049, 2.31419, 3.62391], [5.76086, 0.19504, 3.96599], [6.47597, 0.91283, 2.05741], [-1.19939, 1.82085, 1.96884], [-2.50012, 2.08894, 1.54307], [-3.50438, 2.29393, 2.46634], [-3.20934, 2.24441, 3.82296], [-1.91161, 2.03047, 4.25512], [-0.90638, 1.81263, 3.32614], [-4.32665, 2.43801, 4.80669], [-3.96494, 2.17048, 6.07176], [-4.77727, 3.71329, 4.80100], [-5.39012, 1.66511, 4.52717], [-0.59063, 3.78424, -3.57553], [-0.24741, 1.75572, -2.18377], [0.14638, 4.20517, 1.29804], [-0.14495, 6.22874, -0.09530], [2.41426, 2.99369, 0.25345], [4.68004, 2.86526, 1.21891], [3.43527, -0.33849, 3.75809], [1.16690, -0.22623, 2.78350], [-2.73703, 2.09734, 0.48755], [-4.52015, 2.46146, 2.13702], [-1.68739, 2.01859, 5.31192], [0.10147, 1.62575, 3.66510], [3.39734, 0.00584, -1.33263], [3.54461, -1.06729, -0.29314], [4.78390, -1.45193, 0.15649], [4.93447, -2.49655, 1.06457], [3.81662, -3.20903, 1.48980], [2.54560, -2.87290, 1.08281], [1.35225, -3.65494, 1.52390], [2.36361, -1.73174, 0.21198], [1.18063, -1.32167, -0.13246], [4.11089, 0.80861, -1.15883], [2.38434, 0.40910, -1.32521], [3.59478, -0.40630, -2.32505], [5.65964, -0.92885, -0.20588], [5.91868, -2.77327, 1.41515], [3.94759, -4.04949, 2.15912], [1.63573, -4.66963, 1.79756], [0.59491, -3.68704, 0.74291], [0.89399, -3.17982, 2.39317], [-4.79252, -5.90205, -2.98074], [-3.91123, -5.08682, -3.55967], [-3.15028, -5.52660, -4.39463], [-3.86887, -3.67302, -3.12207], [-3.40999, -2.70011, -4.01580], [-3.10438, -1.43002, -3.56810], [-3.19681, -1.12964, -2.20132], [-2.48776, 0.35026, -1.55502], [-3.83006, -2.04004, -1.35508], [-4.15165, -3.30392, -1.80995], [-5.35152, -5.44670, -2.34012], [-3.28576, -2.96262, -5.05882], [-2.72957, -0.67713, -4.24815], [-4.03291, -1.75375, -0.33612], [-4.55588, -4.01859, -1.10260]]}

{"formula": "H2NO4S", "method": "wB97M-V/def2-TZVPD", "charge": -1, "multiplicity": 3, "energy_ev": -20545.7485, "gap_ha": [0.2943, 0.3029], "relative_energy_kcal_mol": 18.9, "species": ["N", "O", "O", "O", "O", "S", "H", "H"], "coordinates": [[-0.72878, 1.19438, 0.29125], [2.55544, 1.11725, 0.79636], [2.03215, -1.27882, 0.69555], [2.23466, 0.09290, -1.45376], [-1.77640, 0.39499, -0.02171], [1.91740, 0.06098, -0.04093], [0.05607, 0.93444, -0.29936], [-0.51279, 1.12808, 1.32350]]}

{"formula": "C39H39Cl2MoN3O3SSi", "method": "wB97M-V/def2-TZVPD", "multiplicity": 3, "energy_ev": -97300.5972, "gap_ha": [0.2433, 0.2571], "relative_energy_kcal_mol": 2.3, "species": ["Mo", "Cl", "C", "C", "C", "C", "C", "Cl", "C", "S", "H", "H", "H", "C", "O", "C", "C", "C", "C", "C", "C", "N", "N", "C", "C", "C", "C", "O", "C", "N", "C", "C", "C", "C", "H", "H", "H", "H", "H", "H", "H", "H", "H", "H", "H", "H", "C", "C", "O", "C", "C", "H", "H", "H", "H", "H", "H", "H", "H", "H", "H", "C", "C", "C", "C", "C", "C", "Si", "C", "C", "C", "C", "C", "C", "H", "H", "H", "H", "H", "H", "H", "H", "H", "H", "H", "C", "H", "H", "H"], "coordinates": [[1.98495, -0.77042, -0.23998], [3.69625, -3.16189, -1.31354], [4.35336, -3.84861, 0.13645], [4.93095, -5.10355, 0.05070], [5.44174, -5.69665, 1.19205], [5.36247, -5.02718, 2.40222], [4.77562, -3.77551, 2.46372], [4.69953, -3.00546, 4.01387], [4.24806, -3.13268, 1.33123], [3.51994, -1.55106, 1.52935], [4.97484, -5.60087, -0.90753], [5.89795, -6.67515, 1.14005], [5.74976, -5.46718, 3.30992], [-5.35533, 3.60494, 0.53378], [-5.04478, 2.30350, 0.07189], [-4.59023, 2.17833, -1.20189], [-4.47339, 3.22909, -2.10413], [-3.99781, 2.97381, -3.38186], [-3.57952, 1.70324, -3.74905], [-3.73564, 0.64422, -2.85272], [-4.24676, 0.88450, -1.59465], [-3.10116, 1.57494, -5.09203], [-2.09024, 0.93386, -5.41743], [-1.23378, 0.28752, -4.47005], [-0.87660, -1.02005, -4.71629], [-0.03813, -1.74207, -3.85116], [0.46802, -1.12203, -2.72502], [1.26292, -1.69499, -1.83447], [0.14526, 0.23829, -2.49174], [0.68891, 0.75481, -1.35404], [0.48791, 2.03314, -1.10315], [-0.25214, 2.86715, -1.95563], [-0.82904, 2.34874, -3.08269], [-0.66767, 0.97664, -3.36797], [-5.63610, 3.49359, 1.57773], [-6.19274, 4.03457, -0.02212], [-4.48934, 4.26878, 0.45994], [-4.76290, 4.23410, -1.83541], [-3.92862, 3.77426, -4.10691], [-3.45902, -0.36060, -3.13762], [-4.38711, 0.08181, -0.88460], [-1.27441, -1.50114, -5.60047], [0.21242, -2.77315, -4.05837], [0.95216, 2.44618, -0.22012], [-0.35043, 3.91262, -1.70096], [-1.39259, 2.98235, -3.75521], [1.14780, -3.83387, 2.52931], [0.80420, -4.01101, 1.06588], [0.11990, -2.84861, 0.58835], [-0.86368, -3.16275, -0.38586], [-1.81455, -2.00431, -0.54166], [1.77809, -4.65892, 2.86557], [0.23804, -3.82424, 3.13060], [1.68206, -2.90072, 2.70246], [0.14245, -4.87715, 0.95734], [1.68747, -4.19418, 0.44307], [-1.41297, -4.05213, -0.05547], [-0.37842, -3.41070, -1.33723], [-2.40749, -1.85402, 0.36024], [-2.48031, -2.19115, -1.38216], [-1.27338, -1.08143, -0.74095], [-3.36827, 0.70397, 3.07398], [-3.01712, 0.88631, 1.74454], [-1.68280, 0.83376, 1.36889], [-0.66899, 0.59860, 2.29693], [-1.04756, 0.41732, 3.63081], [-2.37853, 0.47031, 4.01787], [1.17932, 0.56971, 1.89706], [1.78377, 2.36855, 1.97150], [3.15768, 2.62008, 1.94011], [3.65491, 3.91160, 2.01878], [2.78222, 4.98546, 2.13287], [1.41518, 4.75676, 2.17713], [0.92451, 3.46019, 2.09863], [-4.40831, 0.73735, 3.37298], [-3.78127, 1.05536, 0.99464], [-1.44092, 0.96920, 0.32167], [-0.28693, 0.22685, 4.37874], [-2.64307, 0.32360, 5.05752], [1.81604, -0.03888, 3.09752], [3.85358, 1.79108, 1.85863], [4.72386, 4.08110, 1.99316], [3.16764, 5.99503, 2.19335], [0.72898, 5.58823, 2.28050], [-0.14700, 3.29529, 2.14523], [3.50397, 0.49401, -0.96583], [3.13423, 1.48460, -1.23170], [3.86587, -0.00991, -1.87077], [4.34230, 0.59487, -0.27835]]}

{"formula": "C59H50ClGeO4P2SV", "method": "wB97M-V/def2-TZVPD", "multiplicity": 3, "energy_ev": -194322.0015, "gap_ha": [0.2348, 0.2612], "relative_energy_kcal_mol": 22.2, "species": ["V", "Cl", "C", "C", "C", "C", "C", "C", "P", "C", "C", "C", "C", "C", "C", "C", "C", "C", "C", "C", "C", "H", "H", "H", "H", "H", "H", "H", "H", "H", "H", "H", "H", "H", "H", "O", "C", "O", "C", "C", "C", "C", "C", "C", "S", "H", "H", "H", "H", "C", "P", "C", "C", "C", "C", "C", "C", "C", "C", "C", "C", "C", "C", "H", "H", "H", "H", "H", "H", "H", "H", "H", "H", "H", "H", "H", "O", "C", "O", "C", "C", "Ge", "C", "C", "C", "C", "C", "C", "C", "C", "C", "C", "C", "C", "C", "C", "C", "C", "C", "C", "H", "H", "H", "H", "H", "H", "H", "H", "H", "H", "H", "H", "H", "H", "H", "H", "H", "H", "H"], "coordinates": [[-1.90255, -0.64745, 1.07043], [-3.11534, 0.89151, -0.58559], [-4.55841, 0.81641, 0.31522], [-5.31387, 1.97662, 0.56677], [-6.54025, 1.76094, 1.25726], [-6.72213, 0.62714, 2.08591], [-5.84967, -0.43371, 1.87752], [-4.82420, -0.37798, 0.92688], [-4.01829, -1.88129, 0.36861], [-4.78837, -3.29307, 1.17594], [-6.02080, -3.87544, 0.80492], [-6.59605, -4.81078, 1.68822], [-6.04091, -5.15565, 2.93669], [-4.80892, -4.61518, 3.28323], [-4.19802, -3.68599, 2.39790], [-4.42081, -1.92371, -1.47100], [-3.53888, -2.54643, -2.33542], [-3.98209, -2.90603, -3.58659], [-5.26666, -2.65189, -4.01884], [-6.18908, -2.00825, -3.10588], [-5.71877, -1.59513, -1.86574], [-5.05834, 2.99211, 0.23828], [-7.25592, 2.55910, 1.17893], [-7.65443, 0.58020, 2.62304], [-6.03544, -1.35514, 2.43879], [-6.51956, -3.57513, -0.09851], [-7.49157, -5.38251, 1.45699], [-6.46858, -5.92951, 3.53084], [-4.34100, -4.97028, 4.17033], [-3.25807, -3.15006, 2.63177], [-2.46909, -2.61336, -2.13580], [-3.25972, -3.48955, -4.21817], [-5.55898, -2.88413, -5.04766], [-7.22756, -1.83771, -3.40220], [-6.31165, -1.02256, -1.14857], [-3.30899, -1.39390, 4.55287], [-2.57110, -0.62403, 3.93023], [-2.68847, -0.14313, 2.72102], [-1.36417, -0.24460, 4.66164], [-1.25955, -0.36893, 6.01288], [-0.18543, 0.19451, 6.68773], [0.84048, 0.82299, 5.97562], [0.87881, 0.69997, 4.58806], [-0.24990, 0.22144, 3.79510], [0.04458, 0.32625, 2.14348], [-2.14050, -0.75209, 6.51532], [-0.16850, 0.22235, 7.77095], [1.62141, 1.25156, 6.55259], [1.78046, 0.86336, 3.96808], [-1.08261, 8.45342, -3.26841], [-0.18757, 6.96403, -2.75129], [-0.51010, 7.15526, -0.94771], [0.54494, 7.17075, -0.02519], [0.23407, 7.21031, 1.32687], [-1.05818, 7.32506, 1.77009], [-2.07700, 7.45941, 0.82148], [-1.80728, 7.34555, -0.53099], [1.51065, 7.59170, -2.87079], [1.88145, 8.89386, -2.41021], [3.16205, 9.32302, -2.67631], [4.00799, 8.59828, -3.54408], [3.58629, 7.37799, -4.04517], [2.33256, 6.83313, -3.68795], [-2.18425, 8.40281, -3.00446], [-1.18889, 8.45730, -4.37507], [-0.69976, 9.38134, -2.87894], [1.53876, 7.25203, -0.33000], [1.05884, 7.16757, 2.01953], [-1.38079, 7.23512, 2.81767], [-3.10157, 7.43239, 1.23067], [-2.61043, 7.25241, -1.25848], [1.24425, 9.45452, -1.67605], [3.38167, 10.36410, -2.42270], [5.03850, 8.92091, -3.81111], [4.29794, 6.68541, -4.51633], [1.96528, 5.83808, -3.98498], [-1.12702, -2.64769, 1.46165], [-0.34779, -2.38331, 0.47883], [-0.63249, -1.45947, -0.36666], [0.90045, -3.25843, 0.32426], [2.26355, -2.58280, 0.65402], [3.72387, -3.31008, -0.46852], [3.62421, -5.12826, -0.81502], [3.82545, -5.69415, -2.05792], [4.01587, -7.09958, -2.15303], [3.87259, -7.94483, -1.07590], [3.71552, -7.34613, 0.14408], [3.74110, -5.98150, 0.27849], [3.90374, -2.13829, -1.94483], [2.99337, -1.12402, -2.32796], [3.12589, -0.43223, -3.48574], [4.26066, -0.71784, -4.29904], [5.20935, -1.58969, -3.90269], [4.94921, -2.38865, -2.77441], [5.44470, -3.07006, 0.41982], [5.70839, -1.85244, 1.08260], [6.89889, -1.58519, 1.74143], [7.92649, -2.46354, 1.58739], [7.72554, -3.65728, 0.92029], [6.50839, -3.93741, 0.28598], [0.90831, -3.55757, -0.74875], [0.77955, -4.18565, 0.87502], [2.52236, -2.75565, 1.74559], [2.19281, -1.51256, 0.51616], [3.73997, -5.11070, -2.97714], [4.40048, -7.47594, -3.12291], [3.74457, -9.02906, -1.22456], [3.71599, -7.97565, 1.03669], [3.93758, -5.64675, 1.26870], [2.12214, -0.98022, -1.67828], [2.28280, 0.12146, -3.90221], [4.33094, -0.14000, -5.23525], [5.96463, -1.85637, -4.59063], [5.67981, -3.10896, -2.51346], [4.83073, -1.14057, 1.24059], [6.90677, -0.64445, 2.35735], [8.94171, -2.23233, 1.93033], [8.52827, -4.40576, 0.86768], [6.43868, -4.77798, -0.40219]]}

{"formula": "C6H10O", "method": "wB97M-V/def2-TZVPD", "multiplicity": 1, "energy_ev": -8429.8836, "smiles": "C=C(C)C[C@H]1CO1", "gap_ha": 0.3807, "relative_energy_kcal_mol": 31.3, "species": ["C", "C", "C", "C", "C", "C", "O", "H", "H", "H", "H", "H", "H", "H", "H", "H", "H"], "coordinates": [[-0.72195, 0.97085, 1.55541], [-0.69197, 0.62548, 0.27786], [-1.83475, -0.05015, -0.41143], [0.51785, 0.88006, -0.58250], [1.39514, -0.34666, -0.77622], [1.48141, -1.42419, 0.20940], [0.81156, -1.59382, -1.00771], [-1.58378, 0.78336, 2.17318], [0.11065, 1.45758, 2.03565], [-2.22698, 0.59053, -1.20101], [-1.48944, -0.97322, -0.87492], [-2.63656, -0.27662, 0.28616], [1.14284, 1.65642, -0.13567], [0.19778, 1.22205, -1.57042], [2.27860, -0.15304, -1.38452], [0.84719, -1.38395, 1.08651], [2.40241, -1.98469, 0.32027]]}

{"formula": "C4H7NO", "method": "wB97M-V/def2-TZVPD", "multiplicity": 1, "energy_ev": -7794.2389, "smiles": "C=CN=O.C=C", "gap_ha": 0.3016, "relative_energy_kcal_mol": 124.7, "species": ["C", "C", "N", "O", "H", "H", "H", "C", "C", "H", "H", "H", "H"], "coordinates": [[2.46451, -0.00813, -0.86323], [1.78972, 0.19212, 0.25414], [0.94493, -0.80524, 0.81516], [0.43596, -0.66303, 1.94358], [2.82265, 0.85852, -1.39516], [2.23130, -0.83931, -1.46291], [1.97931, 1.07477, 0.85783], [-1.87717, -0.24528, -0.62446], [-3.08807, -0.06193, -1.19239], [-1.86818, 0.27526, 0.35513], [-1.13891, -0.90719, -1.03692], [-3.33336, -0.48682, -2.16293], [-3.80469, 0.50953, -0.73486]]}